The following is a quantum chemistry calculation of 14 unconnected molecules or ions with the total composition C50H136N8O17, from OMol25.

Last column: Mulliken charge in e.
Geometry (Å):
C1 2.70 6.78 -6.56  -1.571
C2 2.48 5.32 -6.11  0.693
C3 0.98 4.91 -6.18  -0.767
O1 0.69 3.57 -5.90  -0.541
C4 1.14 3.07 -4.64  -0.135
N1 3.21 4.38 -6.96  -0.645
H1 2.08 7.44 -5.96  0.334
H2 2.25 6.86 -7.55  0.349
H3 3.70 7.20 -6.63  0.375
H4 2.78 5.20 -5.07  0.095
H5 0.63 5.13 -7.19  0.377
H6 0.30 5.53 -5.60  0.390
H7 2.18 2.76 -4.61  0.095
H8 0.55 2.19 -4.36  -0.398
H9 0.97 3.77 -3.82  0.429
H10 2.92 4.56 -7.91  0.316
H11 3.01 3.43 -6.69  0.306
C5 0.59 0.84 1.50  -0.817
C6 -0.55 0.51 0.54  1.960
C7 -0.11 0.04 -0.87  0.352
O2 -1.24 -0.05 -1.67  -0.215
C8 -0.97 -0.36 -3.04  -0.247
N2 -1.41 -0.55 1.08  1.225
H12 1.15 1.62 0.98  0.086
H13 1.26 0.01 1.73  -0.388
H14 0.23 1.22 2.45  0.069
H15 -1.17 1.41 0.40  -0.275
H16 0.37 -0.94 -0.81  -0.875
H17 0.73 0.64 -1.21  -0.172
H18 -0.34 -1.23 -3.21  0.105
H19 -0.47 0.52 -3.43  -0.242
H20 -1.93 -0.43 -3.55  0.391
H21 -0.92 -1.43 0.98  -0.492
H22 -2.10 -0.64 0.36  -0.464
C9 -3.09 4.10 -5.51  -0.826
C10 -2.86 3.18 -6.68  0.449
C11 -2.67 3.80 -8.10  -0.652
O3 -3.86 4.47 -8.53  -0.335
C12 -3.82 4.87 -9.95  -0.729
N3 -1.73 2.32 -6.39  -0.747
H23 -2.29 4.80 -5.27  0.079
H24 -3.34 3.60 -4.57  -0.031
H25 -3.94 4.70 -5.82  0.542
H26 -3.68 2.46 -6.69  0.334
H27 -2.36 3.07 -8.85  0.420
H28 -1.95 4.61 -8.04  0.153
H29 -3.71 4.05 -10.65  0.285
H30 -2.98 5.55 -10.09  0.307
H31 -4.77 5.40 -10.04  0.237
H32 -1.82 1.95 -5.45  0.106
H33 -0.86 2.83 -6.34  0.599
C13 4.23 -2.56 -0.05  -1.919
C14 2.74 -2.72 -0.43  2.696
C15 2.44 -2.62 -1.92  -1.201
O4 2.61 -1.26 -2.42  -0.041
C16 2.55 -1.09 -3.85  -0.682
N4 2.28 -3.99 0.14  -0.686
H34 4.46 -2.82 0.98  0.539
H35 4.51 -1.52 -0.23  0.344
H36 4.85 -3.25 -0.60  0.394
H37 2.19 -1.94 0.10  -1.392
H38 1.43 -2.90 -2.19  0.205
H39 3.11 -3.32 -2.43  0.675
H40 1.58 -1.43 -4.20  0.388
H41 3.35 -1.65 -4.34  0.306
H42 2.60 -0.02 -4.06  -0.031
H43 3.03 -4.33 0.72  0.304
H44 2.28 -4.69 -0.59  0.239
C17 -8.94 -1.82 -1.09  -1.407
C18 -8.17 -1.13 -2.23  0.369
C19 -6.62 -1.28 -2.04  -0.547
O5 -6.33 -0.59 -0.77  -0.461
C20 -4.88 -0.51 -0.56  0.042
N5 -8.67 -1.77 -3.42  -0.751
H45 -8.54 -2.83 -0.96  0.284
H46 -10.00 -1.89 -1.31  0.420
H47 -8.97 -1.29 -0.14  0.316
H48 -8.47 -0.08 -2.25  0.368
H49 -6.03 -0.80 -2.81  0.309
H50 -6.30 -2.32 -1.94  0.221
H51 -4.64 -0.09 0.42  0.098
H52 -4.39 0.18 -1.24  0.021
H53 -4.55 -1.54 -0.70  0.159
H54 -8.29 -2.70 -3.52  0.264
H55 -8.27 -1.28 -4.20  0.271
C21 0.99 4.55 0.27  -0.276
C22 0.96 4.56 -1.23  0.339
O6 1.95 5.50 -1.72  -0.597
H56 0.81 5.59 0.57  0.433
H57 1.90 4.12 0.68  0.127
H58 0.16 3.93 0.61  -0.379
H59 0.04 4.90 -1.71  0.493
H60 1.22 3.59 -1.65  -0.518
H61 1.49 6.31 -1.93  0.359
C23 0.03 0.41 5.53  -1.206
C24 -0.73 -0.75 4.76  0.647
O7 -1.78 -0.13 4.08  -0.523
H62 0.84 0.92 4.99  -0.216
H63 0.51 0.01 6.42  0.592
H64 -0.62 1.21 5.88  0.443
H65 -0.97 -1.44 5.58  0.363
H66 -0.17 -1.29 3.99  -0.383
H67 -1.54 -0.11 3.15  -0.143
C25 -3.33 2.47 2.42  -0.254
C26 -2.84 3.95 2.56  0.048
O8 -3.97 4.72 2.24  -0.606
H68 -2.55 1.73 2.63  -0.073
H69 -3.65 2.28 1.40  -0.188
H70 -4.20 2.21 3.03  0.582
H71 -2.07 4.17 1.83  -0.212
H72 -2.34 4.22 3.49  0.416
H73 -3.64 5.59 2.01  0.363
C27 0.55 3.84 4.47  -0.362
C28 0.42 5.24 4.87  -0.547
O9 -0.51 5.75 3.91  -0.427
H74 1.14 3.23 5.16  0.418
H75 0.95 3.72 3.46  0.034
H76 -0.40 3.30 4.53  -0.007
H77 1.40 5.72 4.86  0.323
H78 -0.03 5.43 5.85  0.370
H79 -0.76 6.63 4.21  0.251
C29 -3.14 4.51 -1.50  -1.449
C30 -3.07 2.98 -1.69  0.686
O10 -1.72 2.59 -2.00  0.540
H80 -2.56 5.06 -2.25  0.226
H81 -2.90 4.69 -0.45  0.184
H82 -4.19 4.76 -1.61  0.470
H83 -3.72 2.64 -2.50  0.317
H84 -3.45 2.49 -0.80  -0.500
H85 -1.65 1.67 -1.74  0.043
C31 -2.57 -3.85 -0.17  -0.688
C32 -1.05 -3.99 -0.24  -0.169
O11 -0.40 -3.25 0.78  0.239
H86 -2.99 -4.10 0.80  0.093
H87 -3.16 -4.51 -0.80  0.660
H88 -2.83 -2.81 -0.35  -0.529
H89 -0.68 -3.63 -1.20  0.176
H90 -0.62 -4.99 -0.15  0.521
H91 0.53 -3.45 0.68  -0.622
C33 2.44 -5.52 7.99  -0.789
O12 1.76 -4.54 7.22  -0.410
C34 1.05 -5.05 6.03  0.276
C35 2.14 -5.35 4.95  -0.829
N6 2.94 -4.18 4.73  -0.323
C36 2.23 -3.14 3.92  0.525
C37 3.02 -1.88 3.84  -0.243
O13 2.81 -0.99 4.92  -0.149
C38 3.74 0.05 5.12  -0.922
H92 2.80 -5.08 8.92  0.286
H93 3.33 -5.90 7.49  0.324
H94 1.84 -6.40 8.18  0.320
H95 0.39 -4.27 5.66  -0.391
H96 0.50 -5.94 6.30  0.464
H97 1.73 -5.71 4.01  0.303
H98 2.80 -6.14 5.33  0.315
H99 3.10 -3.69 5.60  0.448
H100 1.30 -2.86 4.41  0.100
H101 1.98 -3.52 2.92  -0.314
H102 2.73 -1.36 2.93  -0.626
H103 4.09 -2.06 3.86  0.718
H104 4.64 -0.41 5.53  0.357
H105 3.25 0.70 5.84  0.268
H106 4.01 0.71 4.29  0.240
C39 -3.25 -8.98 1.69  -0.779
O14 -2.72 -8.39 2.83  -0.338
C40 -1.28 -8.16 2.78  -0.770
C41 -0.83 -7.50 4.09  -0.561
N7 -1.57 -6.30 4.35  -0.128
C42 -1.45 -5.31 3.27  -1.174
C43 -2.02 -3.92 3.72  0.536
O15 -3.40 -4.01 3.39  -0.507
C44 -4.04 -2.76 3.43  -0.334
H107 -3.35 -8.24 0.90  0.260
H108 -4.28 -9.29 1.88  0.275
H109 -2.70 -9.80 1.22  0.326
H110 -0.98 -7.56 1.92  0.288
H111 -0.80 -9.14 2.72  0.600
H112 0.24 -7.39 3.89  0.096
H113 -1.02 -8.21 4.89  0.475
H114 -2.53 -6.52 4.57  0.399
H115 -1.94 -5.62 2.35  0.593
H116 -0.40 -5.24 2.98  0.494
H117 -1.64 -3.11 3.09  -0.789
H118 -1.87 -3.65 4.77  0.637
H119 -5.07 -2.83 3.09  0.334
H120 -3.57 -2.16 2.65  -0.069
H121 -4.04 -2.32 4.42  0.282
C45 9.34 1.12 1.22  -0.663
O16 8.81 -0.02 0.54  -0.382
C46 7.82 -0.74 1.24  -0.658
C47 6.48 0.06 1.41  -0.041
N8 5.96 0.61 0.14  -0.203
C48 4.77 1.48 0.35  -0.466
C49 4.25 1.85 -1.02  0.248
O17 5.07 2.90 -1.55  -0.440
C50 4.69 3.47 -2.81  -0.522
H122 8.60 1.91 1.36  0.245
H123 10.15 1.52 0.60  0.255
H124 9.80 0.92 2.18  0.317
H125 8.19 -1.02 2.23  0.415
H126 7.75 -1.69 0.72  0.281
H127 6.66 0.87 2.12  0.363
H128 5.72 -0.64 1.76  -0.236
H129 6.66 1.08 -0.41  0.359
H130 4.80 2.34 1.01  0.511
H131 4.06 0.82 0.85  -0.114
H132 3.22 2.19 -0.92  -0.162
H133 4.27 1.06 -1.76  0.224
H134 5.33 4.28 -3.16  0.345
H135 3.67 3.85 -2.77  0.004
H136 4.65 2.70 -3.58  0.337

Results
Largest force on an atom   2.7 eV/Å
Multiplicity   1
LUMO level   0.30 eV
Calculated total energy   -100773.5401 eV